Entry 1:
The following is a DFT calculation (wB97M-V/def2-TZVPD) of a molecular structure, C25H27BMoN6O5STe.

Properties
Total charge   +2
Energy above the lowest of the compared OMol25 structures with the same formula, charge and spin   72.92 kJ/mol
Orbital gap (alpha / beta)   4.75 / 4.74 eV
DFT total energy   -2432.364333 Eh

Last column: natural (NBO) charge in e.
Element x y z (Å)
Mo  0.725  -1.459  -0.827  0.93
B  -2.455  -3.048  -1.847  0.15
N  -1.520  -3.598  -0.728  -0.24
C  -1.786  -4.716  -0.075  0.08
C  -0.935  -4.830  1.025  -0.30
C  -0.155  -3.707  0.975  0.00
N  -0.512  -2.944  -0.106  -0.41
N  -1.882  -1.727  -2.480  -0.24
C  -2.467  -1.209  -3.544  0.08
C  -1.760  -0.087  -3.975  -0.30
C  -0.720  0.016  -3.094  -0.01
N  -0.783  -0.985  -2.161  -0.41
H  -2.517  -3.867  -2.713  -0.01
H  -3.512  -2.781  -1.358  -0.01
H  -2.580  -5.359  -0.410  0.26
H  -0.905  -5.618  1.752  0.27
H  0.644  -3.399  1.632  0.24
H  -3.352  -1.669  -3.943  0.26
H  -1.973  0.541  -4.818  0.27
H  0.091  0.725  -3.085  0.25
O  1.275  -0.052  2.396  -0.53
C  2.020  -0.885  1.972  0.81
O  1.619  -1.477  0.720  -0.59
C  3.262  -1.428  2.473  -0.24
C  4.161  -2.080  1.620  -0.12
C  5.389  -2.533  2.083  -0.27
C  5.654  -2.331  3.422  0.32
O  6.743  -2.691  4.097  -0.43
C  6.542  -2.286  5.459  0.22
O  5.269  -1.646  5.525  -0.46
C  4.750  -1.690  4.283  0.30
C  3.550  -1.211  3.843  -0.21
H  3.908  -2.220  0.575  0.22
H  6.104  -3.017  1.439  0.25
H  7.326  -1.578  5.737  0.19
H  6.540  -3.176  6.096  0.19
H  2.855  -0.704  4.493  0.26
C  -0.887  3.393  -3.470  -0.62
C  -0.370  4.424  -2.478  -0.41
C  0.601  3.844  -1.461  -0.22
N  -0.091  2.969  -0.512  -0.51
C  0.148  1.718  -0.238  0.41
S  1.491  0.901  -0.999  0.01
N  -0.610  1.021  0.655  -0.72
C  -1.766  1.528  1.390  0.68
O  -1.763  1.363  2.573  -0.47
C  -2.851  2.152  0.613  -0.23
C  -3.066  1.846  -0.732  -0.21
C  -4.137  2.411  -1.401  -0.16
C  -4.987  3.284  -0.732  -0.17
C  -4.778  3.586  0.607  -0.20
C  -3.717  3.014  1.288  -0.13
H  -1.545  3.858  -4.200  0.24
H  -1.458  2.613  -2.967  0.20
H  -0.065  2.930  -4.016  0.20
H  -1.206  4.893  -1.953  0.22
H  0.153  5.226  -3.000  0.24
H  1.071  4.632  -0.871  0.24
H  1.392  3.267  -1.944  0.22
H  -0.858  3.409  -0.005  0.44
H  -0.046  0.444  1.293  0.45
H  -2.419  1.144  -1.244  0.21
H  -4.318  2.168  -2.437  0.22
H  -5.823  3.724  -1.256  0.24
H  -5.447  4.258  1.122  0.24
H  -3.548  3.223  2.333  0.25
Te  2.289  -2.515  -2.409  0.59

---

Entry 2:
The following is a DFT calculation (wB97M-V/def2-TZVPD) of 3 unconnected molecules or ions with the total composition C25H27BrN3O7P2S.

Properties
Total charge   +1
Orbital gap   8.48 eV
DFT total energy   -5314.388720 Eh

Last column: natural (NBO) charge in e.
Element x y z (Å)
C  -3.807  -2.660  1.573  -0.64
C  -3.977  -3.965  2.381  -0.07
O  -2.758  -4.600  2.746  -0.53
C  -2.088  -3.918  3.799  -0.08
C  -0.826  -3.290  3.149  -0.10
O  -0.240  -2.292  3.968  -0.52
C  1.042  -1.880  3.511  -0.12
C  0.810  -1.024  2.250  0.48
N  0.985  -1.573  1.032  -0.63
P  1.512  -3.191  0.531  0.95
S  3.193  -3.021  -0.397  -0.44
C  0.641  -0.529  0.114  0.23
C  0.632  -0.658  -1.406  0.09
C  -0.607  -0.871  -1.987  -0.25
C  -0.714  -0.957  -3.396  -0.15
C  0.525  -0.820  -4.046  -0.24
C  1.691  -0.645  -3.301  0.05
N  1.838  -0.544  -1.978  -0.37
C  0.300  0.551  0.830  -0.08
N  0.408  0.232  2.209  -0.63
P  0.037  1.278  3.613  1.25
O  -1.461  0.757  4.066  -0.94
Br  -0.275  3.341  2.784  -0.19
H  -4.779  -2.151  1.438  0.23
H  -3.152  -1.919  2.075  0.18
H  -3.400  -2.811  0.558  0.21
H  -4.603  -3.720  3.260  0.18
H  -4.511  -4.678  1.732  0.21
H  -1.798  -4.617  4.600  0.20
H  -2.726  -3.143  4.263  0.18
H  -0.118  -4.107  2.905  0.17
H  -1.174  -2.907  2.164  0.16
H  1.493  -1.268  4.312  0.25
H  1.735  -2.714  3.328  0.21
H  1.737  -4.029  1.638  0.02
H  0.511  -3.791  -0.277  0.03
H  -1.499  -0.970  -1.362  0.23
H  -1.644  -1.101  -3.965  0.27
H  0.577  -0.852  -5.137  0.24
H  2.630  -0.579  -3.871  0.21
H  -0.034  1.536  0.518  0.27
H  -1.771  0.156  3.367  0.50
C  -1.599  1.786  -7.835  -0.21
C  -1.947  1.034  -6.793  -0.24
C  -2.179  -0.422  -6.941  0.49
O  -2.498  -1.110  -5.989  -0.53
C  -2.009  -1.011  -8.289  -0.24
C  -1.662  -0.261  -9.332  -0.21
C  -1.429  1.197  -9.187  0.47
O  -1.111  1.881  -10.133  -0.46
H  -1.426  2.851  -7.748  0.24
H  -2.075  1.445  -5.800  0.23
H  -2.183  -2.076  -8.374  0.24
H  -1.534  -0.673  -10.324  0.24
C  2.973  6.596  3.767  -0.20
C  2.914  5.282  3.568  -0.25
C  3.878  4.361  4.213  0.48
O  3.819  3.161  4.026  -0.52
C  4.912  4.955  5.090  -0.23
C  4.974  6.270  5.292  -0.22
C  4.009  7.194  4.647  0.47
O  4.062  8.389  4.830  -0.46
H  2.277  7.285  3.305  0.23
H  2.170  4.820  2.934  0.22
H  5.606  4.266  5.552  0.23
H  5.723  6.723  5.929  0.24

---

Entry 3:
The following is a DFT calculation (wB97M-V/def2-TZVPD) of a molecular structure, C25H27BrN4ORb.

Properties
Total charge   -1
Energy above the lowest of the compared OMol25 structures with the same formula, charge and spin   14.63 kJ/mol
Orbital gap   5.74 eV
DFT total energy   -3861.300695 Eh

Last column: natural (NBO) charge in e.
Element x y z (Å)
Rb  -0.223  -0.161  0.220  0.92
Br  -6.560  4.321  -1.940  -0.01
C  -5.158  3.043  -1.782  -0.18
C  -5.472  1.689  -1.579  -0.22
C  -4.479  0.757  -1.480  -0.26
C  -3.081  1.096  -1.571  0.44
O  -2.190  0.207  -1.513  -0.77
C  -2.801  2.501  -1.743  -0.28
C  -1.463  3.034  -1.817  0.18
N  -0.371  2.420  -1.540  -0.47
C  0.826  3.086  -1.783  0.15
C  1.123  3.679  -2.988  -0.28
C  2.391  4.251  -3.232  -0.20
C  3.372  4.218  -2.285  -0.23
C  3.111  3.611  -1.029  -0.11
C  4.089  3.515  -0.011  -0.16
C  3.777  2.905  1.168  -0.27
C  2.466  2.400  1.340  0.05
N  1.537  2.478  0.428  -0.41
C  1.841  3.058  -0.763  0.20
C  -3.849  3.431  -1.863  -0.17
H  -6.511  1.389  -1.504  0.21
H  -4.714  -0.289  -1.326  0.21
H  -1.413  4.091  -2.120  0.14
H  0.380  3.659  -3.776  0.22
H  2.584  4.702  -4.198  0.21
H  4.352  4.640  -2.475  0.20
H  5.078  3.923  -0.187  0.21
H  4.499  2.802  1.966  0.22
H  2.194  1.906  2.269  0.20
H  -3.601  4.477  -2.013  0.21
C  0.728  -1.968  2.643  -0.39
C  -0.180  -2.793  1.949  -0.37
C  -1.472  -2.259  2.119  -0.38
C  -1.367  -1.103  2.916  -0.38
C  -0.007  -0.922  3.241  -0.39
H  1.796  -2.127  2.726  0.18
H  0.074  -3.680  1.382  0.19
H  -2.387  -2.662  1.703  0.19
H  -2.186  -0.470  3.230  0.19
H  0.398  -0.132  3.864  0.18
N  -0.647  -2.279  -2.212  -0.86
C  0.184  -2.610  -3.360  -0.21
C  1.547  -1.949  -3.209  -0.40
C  1.520  -0.424  -3.262  -0.42
C  2.811  0.196  -2.747  -0.21
N  2.944  -0.020  -1.304  -0.85
H  -1.480  -2.848  -2.148  0.36
H  -0.985  -1.319  -2.249  0.39
H  -0.261  -2.337  -4.330  0.15
H  0.327  -3.693  -3.375  0.18
H  2.229  -2.314  -3.987  0.19
H  1.947  -2.288  -2.249  0.20
H  0.696  -0.009  -2.675  0.22
H  1.346  -0.105  -4.296  0.20
H  2.785  1.275  -2.913  0.20
H  3.664  -0.193  -3.324  0.15
H  3.665  0.570  -0.909  0.36
H  3.184  -0.978  -1.086  0.36

---

Max |F|, record by record: 2.04 3.39 0.42 eV/A